9
Properties=species:S:1:pos:R:3:forces:R:3:lowdin_charge:R:1 method="wB97M-V/def2-TZVPD" relative_energy_kcal_mol=73.5
C -0.18495 1.32164 0.64407 -2.420 -2.989 -0.538 0.021
C 0.70541 0.87389 -0.17478 3.144 1.335 -0.465 -0.496
C -0.95031 -1.17299 -0.07621 1.626 2.313 -1.072 -0.508
N -1.57270 -0.35250 0.60646 1.330 2.077 0.827 0.036
P 0.51721 -0.62802 -1.18658 -1.185 0.490 0.533 0.859
H -0.55348 2.09687 1.28173 0.181 0.134 0.098 0.051
H 1.76871 1.41520 -0.32325 -2.523 -0.979 0.241 0.113
H -1.18017 -2.17346 -0.24894 -1.033 -1.799 -0.054 0.024
H 1.45027 -1.38063 -0.52250 0.879 -0.582 0.431 -0.099